Computed, not measured: a cluster of 2 separate species, C33H29BF8O2S in total at a distorted geometry, with ωB97M-V/def2-TZVPD.

Summary:
Relative energy (zero: lowest compared OMol25 entry of this formula, charge and spin): 0.0 kJ/mol
Net charge: 0
HOMO level: -8.099 eV
Kohn-Sham gap: 7.365 eV
Structure (SMILES): CC1(C)COB([C@H](/C=C/c2cccc(F)c2)c2cccc(F)c2)OC1.Cc1ccc(-c2cc(C(F)(F)F)cc(C(F)(F)F)c2)s1

Geometry (Å):
C (2.8651, -1.6235, -3.6320)
C (1.6973, -2.1380, -2.7977)
C (1.0448, -3.4448, -3.2426)
C (2.2737, -2.3412, -1.3819)
O (1.9347, -1.3448, -0.4173)
B (1.3684, -0.1568, -0.7875)
C (0.8285, 0.7150, 0.5562)
C (0.2678, 1.9946, 0.0426)
C (-0.5986, 2.9890, 0.3988)
C (-0.8548, 4.2055, -0.3977)
C (-1.8249, 5.1880, -0.0424)
C (-1.9637, 6.3861, -0.7502)
C (-1.1907, 6.6437, -1.8983)
C (-0.2918, 5.6530, -2.2812)
F (0.4702, 5.8760, -3.4062)
C (-0.1339, 4.4524, -1.5901)
C (2.3645, 0.8796, 0.8275)
C (3.0836, 0.2427, 1.8615)
C (4.4701, 0.0839, 1.7820)
C (5.2164, 0.6241, 0.7263)
C (4.4920, 1.3065, -0.2364)
F (5.1477, 1.6853, -1.3851)
C (3.1209, 1.5193, -0.1790)
O (0.9497, 0.1096, -2.0435)
C (0.6208, -1.0404, -2.8999)
H (2.5465, -1.4234, -4.6602)
H (3.2113, -0.6817, -3.1680)
H (3.6996, -2.3317, -3.6354)
H (0.5947, -3.3557, -4.2387)
H (1.7374, -4.2965, -3.2385)
H (0.2260, -3.6740, -2.5399)
H (3.3768, -2.3829, -1.4234)
H (1.8994, -3.2777, -0.9507)
H (0.3475, 0.2321, 1.4017)
H (0.7738, 2.2414, -0.8765)
H (-1.1623, 2.9151, 1.3253)
H (-2.5048, 4.9973, 0.7882)
H (-2.7010, 7.1364, -0.4423)
H (-1.2603, 7.5879, -2.4460)
H (0.5458, 3.7213, -2.0087)
H (2.5406, -0.1780, 2.7112)
H (5.0002, -0.5224, 2.5226)
H (6.3005, 0.5177, 0.6464)
H (2.6938, 2.1216, -0.9765)
H (0.6197, -0.6366, -3.9232)
H (-0.3993, -1.4207, -2.6778)
C (-1.5248, -6.1613, 0.3462)
C (-1.8626, -4.7105, 0.3570)
C (-2.4552, -3.9443, -0.6488)
C (-2.5943, -2.5671, -0.2967)
C (-1.9496, -2.2805, 0.9127)
C (-1.7041, -1.0102, 1.4989)
C (-1.0454, -0.9620, 2.7467)
C (-1.6912, -0.2984, 3.7572)
C (-1.1720, -0.5786, 5.1471)
F (-2.1652, -0.4350, 6.0720)
F (-0.6522, -1.8476, 5.2879)
F (-0.1491, 0.2912, 5.4514)
C (-2.7852, 0.5489, 3.4930)
C (-3.1394, 0.7545, 2.1481)
C (-4.3120, 1.5649, 1.6544)
F (-3.8910, 2.5795, 0.8087)
F (-5.1840, 0.7875, 0.9186)
F (-5.0028, 2.1265, 2.6733)
C (-2.4929, 0.0875, 1.1297)
S (-1.2924, -3.7008, 1.6631)
H (-2.2466, -6.7238, -0.2592)
H (-0.5141, -6.3165, -0.0699)
H (-1.5568, -6.5247, 1.3854)
H (-2.6892, -4.3519, -1.6401)
H (-3.1144, -1.7991, -0.8763)
H (-0.1622, -1.5681, 2.9285)
H (-3.3134, 1.0478, 4.3022)
H (-2.7814, 0.2378, 0.0938)

Results of the Löwdin charge analysis, in e, for atoms 1 through 6:
1. C -0.0362
2. C -0.5054
3. C -0.0377
4. C -0.0935
5. O 0.1013
6. B -0.6581